C4H8N2O | wB97M-V/def2-TZVPD

Structure (ORCA input):
```
! wB97M-V def2-TZVPD RIJCOSX def2/J DEFGRID3
* xyz 0 1
O 2.37281 -2.03700 -1.94576
C 1.67975 -1.08488 -1.42839
N 1.28557 -0.75831 -0.25754
N 0.11824 -0.00027 -0.34460
C 0.06191 1.19696 0.36523
C -1.37611 1.10551 0.64880
C -1.19023 -0.53248 0.43447
H 0.98467 -0.45730 -2.17286
H 1.39985 -1.38978 0.80637
H 0.77768 1.18572 1.22092
H 0.35710 2.01372 -0.26554
H -2.25514 1.55279 -0.00176
H -1.59560 1.18748 1.70821
H -1.92317 -1.14988 -0.12009
H -0.69732 -0.83228 1.35253
*
```

Output
SMILES = O=CNN1CCC1
Kohn-Sham gap = 9.8 eV
energy = -9300.94266 eV
highest occupied orbital energy = -9.2 eV
E_LUMO = 0.66 eV
energy relative to the best compared isomer or geometry (same formula, charge and spin) = 5.4505 eV

These are the Löwdin partial charges, in e, on atoms 1 to 8:
1. O -0.071
2. C -0.387
3. N -0.004
4. N -0.212
5. C -0.282
6. C -0.127
7. C -0.013
8. H 0.171